# 1
2 unconnected molecules or ions with the total composition C10H16O. Source: the OMol25 dataset; level of theory: wB97M-V/def2-TZVPD.

Values from the calculation:
**HOMO energy**: -8.56 eV
**Energy relative to the best compared isomer or geometry (same formula, charge and spin)**: 155.3 kJ/mol

Geometry (Å):
C -3.190 1.712 0.512
C -2.287 0.889 -0.413
C -0.810 0.897 -0.189
C -0.031 1.879 -0.811
C 1.371 1.869 -0.688
C 2.018 0.844 -0.014
O 3.386 0.842 0.149
C 1.242 -0.069 0.668
C -0.136 -0.002 0.599
H -2.548 2.085 1.334
H -3.910 1.093 1.033
H -3.647 2.622 0.112
H -2.659 -0.119 -0.577
H -2.523 1.433 -1.372
H -0.556 2.693 -1.303
H 1.942 2.612 -1.215
H 3.694 1.727 -0.035
H 1.710 -0.765 1.343
H -0.609 -0.821 1.163
C 0.256 -4.134 -0.017
C -1.030 -3.340 0.006
H 0.142 -5.076 0.532
H 0.546 -4.284 -1.052
H 1.019 -3.651 0.576
H -1.877 -3.829 -0.481
H -1.372 -3.152 1.047
H -1.098 -2.232 -0.251

---

# 2
A molecular structure, C10H17AuN4O4. Source: the OMol25 dataset; level of theory: wB97M-V/def2-TZVPD.

Values from the calculation:
**Net charge**: +2
**HOMO energy**: -16.70 eV
**Energy relative to the best compared isomer or geometry (same formula, charge and spin)**: 0.0 kJ/mol

Geometry (Å):
Au 0.257 -0.003 0.067
N 0.010 2.069 0.045
C -0.002 2.817 -1.272
C 1.388 3.170 -1.776
C 2.100 2.114 -2.612
C 2.509 0.852 -1.879
N 1.362 -0.102 -1.662
H -0.920 2.178 0.450
H 0.646 2.553 0.677
H -0.575 3.726 -1.089
H -0.570 2.217 -1.984
H 2.021 3.474 -0.935
H 1.276 4.067 -2.385
H 3.018 2.554 -3.006
H 1.503 1.858 -3.493
H 2.949 1.070 -0.905
H 3.252 0.299 -2.454
H 1.736 -1.053 -1.607
H 0.754 -0.112 -2.483
C -0.871 1.746 3.405
C -0.856 0.301 3.064
N -0.515 -0.298 1.917
C -0.630 -1.673 2.108
C -1.064 -1.899 3.370
N -1.200 -0.659 3.929
C -1.377 -3.095 4.232
O -1.220 -4.288 3.713
O -1.749 -2.865 5.347
C -0.167 -2.590 1.056
O -0.216 -3.781 1.126
O 0.364 -1.953 -0.012
H -0.571 2.360 2.564
H -0.181 1.942 4.226
H -1.867 2.054 3.723
H -1.504 -0.544 4.894
H -0.890 -4.286 2.792

---

# 3
A molecular structure, C10H17Cl2N4O4Sc. Source: the OMol25 dataset; level of theory: wB97M-V/def2-TZVPD.

Values from the calculation:
**Net charge**: +2
**HOMO energy**: -15.94 eV
**Energy relative to the best compared isomer or geometry (same formula, charge and spin)**: 15.7 kJ/mol

Geometry (Å):
Sc -0.502 0.136 0.045
C 3.626 1.168 0.864
C 2.434 1.300 -0.056
C 2.497 2.514 -0.962
O 1.191 1.362 0.755
C 2.214 0.026 -0.887
O 3.088 -0.706 -1.232
O 0.914 -0.179 -1.166
H 3.769 2.084 1.440
H 4.520 0.995 0.268
H 3.505 0.323 1.541
H 2.561 3.427 -0.368
H 1.627 2.564 -1.617
H 3.392 2.458 -1.582
H 1.224 2.124 1.349
N -1.841 3.333 -0.867
C -1.388 2.324 -0.562
H -2.245 4.208 -1.158
C -3.182 -4.686 -2.662
N -2.686 -3.540 -1.910
C -3.444 -2.326 -1.647
C -2.403 -1.530 -0.912
O -2.494 -0.346 -0.480
N -1.275 -2.206 -0.773
C -1.457 -3.395 -1.425
N -0.491 -4.284 -1.539
H -4.264 -4.616 -2.730
H -2.941 -5.612 -2.140
H -2.767 -4.703 -3.670
H -4.326 -2.509 -1.030
H -3.752 -1.825 -2.567
H 0.427 -4.061 -1.192
H -0.610 -5.137 -2.061
Cl 0.494 -1.556 2.014
C -0.334 -0.687 3.329
Cl -1.444 0.531 2.631
H 0.404 -0.173 3.933
H -0.929 -1.393 3.895

---

# 4
A molecular structure, C10H17ClINOPPr. Source: the OMol25 dataset; level of theory: wB97M-V/def2-TZVPD.

Values from the calculation:
**Expectation value of S²**: 2.004
**Net charge**: +2
**HOMO energy (alpha / beta)**: -15.30 / -15.30 eV
**Spin multiplicity**: 3

Geometry (Å):
C 2.101 -1.266 -0.050
I 2.732 1.616 -0.103
H 1.614 -0.929 -0.971
H 1.345 -1.239 0.750
H 2.439 -2.308 -0.179
Pr -2.057 0.547 0.861
P -0.717 0.428 -2.313
C 0.867 0.762 -3.199
C -1.227 -0.952 -3.395
H -2.737 1.683 -2.855
H -1.619 1.585 -4.261
H -1.283 2.711 -2.911
C -1.688 1.729 -3.172
H -2.148 -1.377 -2.988
H -1.391 -0.590 -4.419
H 0.685 0.861 -4.286
H 1.593 -0.039 -3.003
H -0.449 -1.722 -3.408
H 1.287 1.703 -2.822
C 3.241 -0.408 0.322
O 4.308 -0.707 0.793
Cl -3.389 -1.520 0.427
C 0.182 -0.974 5.031
C 0.746 0.165 4.447
C 0.270 0.625 3.258
N -0.786 0.006 2.638
C -1.232 -1.207 3.122
C -0.805 -1.678 4.343
H 0.494 -1.304 6.017
H 1.536 0.729 4.929
H 0.702 1.462 2.705
H -1.891 -1.769 2.451
H -1.300 -2.562 4.745

---

# 5
C10H17FN3P in the gas phase. Source: the OMol25 dataset; level of theory: wB97M-V/def2-TZVPD.

Values from the calculation:
**HOMO energy**: -7.77 eV
**Energy relative to the best compared isomer or geometry (same formula, charge and spin)**: 35.5 kJ/mol

Geometry (Å):
C -1.663 1.601 0.630
N -2.585 0.835 -0.211
C -3.665 1.559 -0.869
P -2.927 -0.781 0.435
F -3.492 -1.399 -0.920
N -1.251 -1.385 0.348
C -0.857 -2.324 1.345
C -0.277 -1.560 -0.837
N 1.203 -1.574 -0.613
C 1.953 -0.511 -0.215
C 3.199 -0.764 0.351
C 4.061 0.285 0.510
C 3.800 1.554 -0.022
C 2.521 1.771 -0.649
C 1.574 0.821 -0.636
H -1.914 1.823 1.767
H -0.667 1.114 0.535
H -1.437 2.631 0.224
H -4.157 2.277 -0.201
H -3.291 2.216 -1.652
H -4.483 0.924 -1.091
H -0.739 -3.464 1.070
H 0.191 -2.197 1.878
H -1.592 -2.136 2.068
H -0.468 -0.817 -1.620
H -0.434 -2.520 -1.298
H 1.474 -2.360 -0.118
H 3.522 -1.773 0.668
H 5.041 0.138 0.906
H 4.605 2.271 0.040
H 2.110 2.744 -0.736
H 0.645 1.002 -1.086

---

# 6
A molecular structure, C10H17I2NO5. Source: the OMol25 dataset; level of theory: wB97M-V/def2-TZVPD.

Values from the calculation:
**HOMO energy**: -9.08 eV
**Energy relative to the best compared isomer or geometry (same formula, charge and spin)**: 308.6 kJ/mol

Geometry (Å):
C 1.575 0.008 2.968
C 0.228 0.843 3.263
I 0.211 2.999 2.880
C -0.911 0.139 3.755
I -2.736 1.314 4.131
O -0.881 -1.286 3.985
C -1.402 -1.995 2.870
O -1.342 -3.253 2.931
N -2.040 -1.374 1.710
C -1.075 -1.018 0.633
C -0.602 -2.297 -0.254
O 0.430 -1.855 -1.172
C 1.707 -1.826 -0.574
O 2.083 -2.498 0.404
H 1.477 -1.095 3.229
H 1.811 0.068 1.840
H 2.420 0.500 3.549
H -2.733 -2.056 1.356
H -0.115 -0.524 0.992
H -1.604 -0.233 -0.027
H -0.331 -3.201 0.379
H -1.495 -2.617 -0.906
H 2.488 -1.151 -1.082
C 0.186 2.990 -3.747
C 0.185 2.060 -2.544
C 0.878 0.744 -2.860
O -1.161 1.802 -2.145
H -0.351 2.540 -4.589
H -0.326 3.926 -3.509
H 1.206 3.220 -4.067
H 0.685 2.547 -1.703
H 0.366 0.216 -3.670
H 0.859 0.083 -1.990
H 1.919 0.907 -3.153
H -1.613 1.372 -2.883

---

# 7
A molecular structure, C10H17IrN. Source: the OMol25 dataset; level of theory: wB97M-V/def2-TZVPD.

Values from the calculation:
**Expectation value of S²**: 8.777
**Net charge**: +2
**HOMO energy (alpha / beta)**: -15.44 / -18.14 eV
**Spin multiplicity**: 6
**Energy relative to the best compared isomer or geometry (same formula, charge and spin)**: 49.3 kJ/mol

Geometry (Å):
Ir -0.944 0.684 -0.380
C -0.624 0.607 -4.372
H 0.489 0.802 -4.318
H -0.923 -0.444 -4.579
H -0.971 1.214 -5.223
H -1.066 0.940 -3.425
H -2.571 0.984 -0.344
C -0.736 -2.112 -0.999
N 0.122 -1.015 -0.541
C 1.236 -0.764 -1.466
C 0.630 -1.201 0.883
C 0.391 0.014 1.861
C 0.902 0.021 3.167
C 0.651 1.116 4.014
C -0.116 2.208 3.566
C -0.641 2.213 2.268
C -0.370 1.118 1.458
H -1.141 -1.883 -2.008
H -1.596 -2.236 -0.308
H -0.161 -3.064 -1.044
H 1.811 0.127 -1.133
H 1.917 -1.641 -1.514
H 0.855 -0.562 -2.481
H 0.149 -2.083 1.359
H 1.721 -1.424 0.874
H 1.490 -0.814 3.527
H 1.048 1.118 5.021
H -0.308 3.041 4.228
H -1.245 3.035 1.908

---

# 8
C10H17N in the gas phase. Source: the OMol25 dataset; level of theory: wB97M-V/def2-TZVPD.

Values from the calculation:
**HOMO energy**: -8.62 eV
**Energy relative to the best compared isomer or geometry (same formula, charge and spin)**: 470.2 kJ/mol

Geometry (Å):
C 2.754 -0.205 -1.380
N 1.702 -0.419 -0.410
C 1.820 -0.582 0.853
C 3.056 -0.625 1.634
C 0.595 -0.363 1.666
C -0.478 0.164 1.121
C -1.238 0.826 0.291
C -1.187 2.360 0.250
C -2.346 0.015 -0.507
C -2.453 -1.288 0.308
C -1.974 -0.230 -1.944
H 3.376 0.592 -1.097
H 2.134 -0.050 -2.289
H 3.458 -1.076 -1.377
H 3.694 -1.585 1.543
H 3.675 0.277 1.289
H 3.055 -0.433 2.726
H 0.397 -0.814 2.649
H -0.669 2.755 -0.622
H -2.228 2.742 0.138
H -0.707 2.713 1.138
H -3.169 0.789 -0.394
H -2.965 -1.117 1.262
H -1.446 -1.468 0.485
H -2.888 -2.104 -0.196
H -1.979 -1.306 -2.257
H -1.138 0.319 -2.324
H -2.850 0.114 -2.558

---

# 9
A gas-phase ion, C10H17N2 (charge +1). Source: the OMol25 dataset; level of theory: wB97M-V/def2-TZVPD.

Values from the calculation:
**Net charge**: +1
**HOMO energy**: -14.40 eV
**Energy relative to the best compared isomer or geometry (same formula, charge and spin)**: 373.9 kJ/mol

Geometry (Å):
C -1.350 -2.426 -0.570
C -1.726 -0.972 -0.654
C -2.002 -0.597 -2.126
C -2.974 -0.682 0.172
C -0.595 -0.043 -0.095
C 0.632 -0.010 -0.714
N 1.402 0.920 -0.223
N 0.879 1.579 0.838
C -0.579 0.675 1.028
C 2.297 1.412 0.865
C 3.044 2.631 0.544
C 2.892 0.318 1.603
H -2.115 -3.144 -0.854
H -0.488 -2.783 -1.211
H -1.318 -2.710 0.480
H -2.149 0.495 -2.137
H -1.092 -0.928 -2.692
H -2.881 -1.272 -2.373
H -3.773 -1.440 -0.134
H -2.826 -0.695 1.273
H -3.396 0.307 0.042
H 0.716 -0.613 -1.705
H -1.304 0.842 1.774
H 2.960 3.405 1.407
H 2.480 3.111 -0.359
H 4.060 2.429 0.366
H 3.496 0.725 2.353
H 3.556 -0.313 0.992
H 2.156 -0.220 2.111

---

# 10
2 unconnected molecules or ions with the total composition C10H17N2O. Source: the OMol25 dataset; level of theory: wB97M-V/def2-TZVPD.

Values from the calculation:
**Net charge**: +1
**HOMO energy**: -13.54 eV
**Energy relative to the best compared isomer or geometry (same formula, charge and spin)**: 181.8 kJ/mol

Geometry (Å):
C 1.131 1.485 -2.705
C -0.207 1.612 -2.866
C -1.425 -1.373 1.848
C 0.039 0.217 2.986
C -0.768 -1.221 0.457
C 0.774 0.353 1.621
C -1.507 0.958 1.210
C -1.412 0.088 2.439
C -0.300 0.263 0.508
C 0.085 0.777 -0.878
N 1.320 0.816 -1.458
N 1.467 -1.527 -3.020
O -0.810 1.171 -1.682
H 2.022 1.748 -3.320
H -0.872 2.026 -3.686
H 2.123 0.597 -0.885
H -2.459 -1.840 1.601
H -0.983 -2.148 2.499
H 0.527 -0.669 3.431
H 0.063 1.051 3.529
H 0.220 -1.850 0.292
H -1.476 -1.301 -0.448
H 1.371 1.267 1.522
H 1.616 -0.273 1.464
H -2.315 0.816 0.579
H -1.263 2.044 1.567
H -2.047 0.424 3.179
H 0.982 -2.325 -3.363
H 2.224 -1.979 -2.517
H 1.880 -1.208 -3.904

---

# 11
2 unconnected molecules or ions with the total composition C10H17N2O2. Source: the OMol25 dataset; level of theory: wB97M-V/def2-TZVPD.

Values from the calculation:
**Net charge**: +1
**HOMO energy**: -11.43 eV
**Energy relative to the best compared isomer or geometry (same formula, charge and spin)**: 330.8 kJ/mol

Geometry (Å):
C 1.752 -0.242 -4.277
C -0.420 1.960 0.654
C 1.259 -1.843 -0.794
C 0.652 -2.286 -2.106
C 1.280 -0.301 -0.499
C -0.608 -1.516 -2.388
C -0.411 1.303 1.798
C 0.106 0.463 -1.087
C -0.703 3.440 0.609
C -0.605 1.395 4.246
N -0.592 1.396 -0.607
N -0.353 -0.033 -2.353
O 2.729 -0.400 -4.819
O -0.310 1.980 2.998
H 0.716 -2.380 0.007
H 2.243 -2.082 -0.661
H 1.441 -2.148 -2.892
H 0.423 -3.351 -2.012
H 1.360 -0.175 0.598
H 2.143 0.335 -0.833
H -0.969 -1.709 -3.382
H -1.454 -1.951 -1.802
H -0.504 0.289 2.051
H -1.786 3.637 0.482
H 0.008 3.873 -0.149
H -0.321 3.983 1.527
H -0.255 2.107 4.953
H -0.182 0.402 4.444
H -1.756 1.167 4.261
H 0.166 0.208 -3.239
H -1.260 0.517 -2.344

---

# 12
A gas-phase ion, C10H17N2O3 (charge +1). Source: the OMol25 dataset; level of theory: wB97M-V/def2-TZVPD.

Values from the calculation:
**Net charge**: +1
**HOMO energy**: -12.52 eV
**Energy relative to the best compared isomer or geometry (same formula, charge and spin)**: 142.2 kJ/mol

Geometry (Å):
C 1.856 3.352 -2.421
N 0.847 2.930 -1.998
C -0.515 2.825 -1.502
O -1.191 3.366 -2.740
C -0.778 3.532 -0.222
C -1.303 2.414 0.783
N -0.857 1.174 0.192
C -0.465 0.073 0.921
O -0.527 0.211 2.111
O -0.156 -0.888 0.107
C 0.372 -2.210 0.648
C -0.922 -2.807 1.167
C 0.695 -3.092 -0.588
C 1.525 -2.089 1.723
C -0.748 1.327 -1.301
H 2.735 3.680 -2.872
H -1.912 3.958 -2.440
H -1.350 4.493 -0.323
H 0.190 3.914 0.219
H -0.857 2.640 1.879
H -2.386 2.261 0.786
H -1.333 -2.175 1.923
H -1.616 -2.673 0.235
H -0.878 -3.826 1.483
H 1.727 -2.944 -0.814
H 0.068 -3.234 -1.439
H 0.737 -3.997 -0.080
H 1.158 -1.356 2.428
H 1.618 -3.030 2.217
H 2.431 -1.743 1.271
H -1.665 1.106 -1.868
H 0.060 0.524 -1.688

---

# 13
C10H17N2P in the gas phase. Source: the OMol25 dataset; level of theory: wB97M-V/def2-TZVPD.

Values from the calculation:
**HOMO energy (alpha / beta)**: -7.30 / -7.30 eV
**Energy relative to the best compared isomer or geometry (same formula, charge and spin)**: 834.7 kJ/mol

Geometry (Å):
C 1.114 0.074 -0.751
C -0.023 -0.114 -0.097
C -1.685 0.857 -2.377
C 2.228 1.047 -0.595
C 2.616 1.096 0.877
C 1.346 0.986 1.703
C 0.541 -0.355 1.376
C 1.522 -1.558 1.399
C -0.591 -0.536 2.361
C -2.906 -1.225 -1.662
N -1.275 -0.365 -0.228
N -1.932 -0.144 -1.584
P -2.670 0.958 -3.933
H 3.041 0.520 -1.203
H 1.876 2.035 -0.962
H 3.251 0.341 1.147
H 3.208 1.950 1.091
H 1.914 0.868 2.698
H 0.574 1.709 1.713
H 1.800 -1.898 2.325
H 2.353 -1.320 0.816
H 1.016 -2.348 0.826
H -1.051 -1.604 2.419
H -1.307 0.226 2.098
H -0.252 -0.394 3.441
H -3.179 -1.401 -2.712
H -2.337 -2.103 -1.199
H -3.827 -1.148 -1.075
H -2.058 1.895 -4.720
H -3.309 1.952 -3.193

---

# 14
2 unconnected molecules or ions with the total composition C10H17N2Si. Source: the OMol25 dataset; level of theory: wB97M-V/def2-TZVPD.

Values from the calculation:
**Net charge**: +1
**HOMO energy**: -12.60 eV
**Energy relative to the best compared isomer or geometry (same formula, charge and spin)**: 144.2 kJ/mol

Geometry (Å):
C 4.279 -0.753 0.059
C 3.333 -1.455 -0.732
C 3.841 0.486 0.709
C 2.028 -1.016 -0.883
C 2.581 0.846 0.604
C 1.653 0.143 -0.177
C -1.578 -0.173 -0.572
C -2.927 -1.489 0.879
C -3.342 -1.362 -1.532
C -0.217 2.660 0.276
N -2.581 -0.968 -0.398
N -1.060 0.399 -1.670
Si -0.026 0.892 -0.334
H 5.269 -1.233 0.012
H 3.881 -2.229 -1.315
H 4.557 1.157 1.195
H 1.280 -1.496 -1.584
H 2.279 1.725 1.183
H -0.471 2.080 3.674
H -3.798 -1.191 1.370
H -2.839 -2.549 0.952
H -2.195 -1.029 1.621
H -4.087 -0.531 -1.684
H -2.737 -1.315 -2.519
H -3.982 -2.343 -1.368
H 0.665 3.023 0.785
H -0.605 3.270 -0.584
H -1.020 2.603 0.940
H -1.489 0.478 -2.638
H -0.691 1.372 3.733

---

# 15
A molecular structure, C10H17N3O2. Source: the OMol25 dataset; level of theory: wB97M-V/def2-TZVPD.

Values from the calculation:
**HOMO energy**: -9.56 eV
**Energy relative to the best compared isomer or geometry (same formula, charge and spin)**: 978.8 kJ/mol

Geometry (Å):
C 0.076 -1.666 -2.055
H 1.194 -1.426 -1.846
H -0.157 -0.837 -2.889
C -0.862 -1.771 -0.971
H -1.864 -2.268 -1.452
H -0.604 -2.565 -0.182
C -1.243 -0.536 -0.041
C -2.272 -0.603 0.715
H -2.629 0.337 1.187
H -3.075 -1.130 0.352
H -1.958 -1.087 1.641
H -1.640 0.408 -1.041
C 0.185 -0.031 0.289
C 1.121 0.807 -0.607
N 2.376 0.584 -0.764
C 2.966 -0.227 0.375
O 4.268 -0.441 0.395
N 2.182 -1.051 1.159
C 0.973 -0.832 1.154
O 0.262 -1.618 2.113
H 2.661 -1.668 1.576
N 0.476 1.585 -1.457
H -0.395 1.776 -1.656
H 1.183 1.928 -2.100
C -0.062 1.449 1.211
C -0.680 2.554 0.934
H -0.943 3.008 1.784
H -0.108 3.232 0.200
H -1.798 2.262 0.593
H 0.956 1.528 1.913
H -0.612 0.959 2.231
H 0.024 -2.659 -2.762